Model one:
Formula: C4H8OSi
Source: the OMol25 dataset
Level of theory: wB97M-V/def2-TZVPD

CARTESIAN COORDINATES (ANGSTROEM)
C (0.246, -0.336, 1.196)
C (-0.534, -0.810, -1.223)
C (-0.864, 0.500, 0.809)
C (-1.311, 0.219, -0.618)
O (1.576, -2.357, 0.003)
Si (1.256, -0.755, -0.315)
H (0.583, -0.317, 2.217)
H (-1.734, 0.106, 1.541)
H (-0.741, 1.631, 0.867)
H (-0.949, 0.959, -1.315)
H (-2.343, 0.143, -0.837)
H (2.411, -2.653, 0.430)
H (2.044, -0.174, -1.366)
H (2.001, 0.484, 0.819)

* frontier orbital gap (alpha / beta): 6.697 / 6.647 eV
* E_HOMO (alpha / beta): -7.692 / -7.572 eV



Model two:
Formula: C4H8OSi
Source: the OMol25 dataset
Level of theory: wB97M-V/def2-TZVPD

CARTESIAN COORDINATES (ANGSTROEM)
C (2.239, -1.782, -0.388)
C (1.555, -0.855, -0.023)
C (-1.953, -1.497, 0.836)
C (0.190, 1.661, -1.192)
O (0.758, 1.611, 1.442)
Si (0.482, 0.543, 0.267)
H (2.502, -2.800, -0.489)
H (-1.533, -1.167, 1.825)
H (-2.890, -1.122, 0.432)
H (-1.481, -2.415, 0.455)
H (-0.728, 2.333, -1.136)
H (1.060, 2.222, -1.392)
H (-0.186, 1.049, -2.040)
H (-0.016, 2.218, 1.401)

* frontier orbital gap (alpha / beta): 8.242 / 7.243 eV
* E_HOMO (alpha / beta): -8.225 / -6.912 eV



model two has the most favorable energy; the next structure is 3.147 eV above.



Model one:
Formula: C5H7N3O2
Source: the OMol25 dataset
Level of theory: wB97M-V/def2-TZVPD

CARTESIAN COORDINATES (ANGSTROEM)
C (-1.508, -0.202, -0.983)
C (-1.593, -1.290, -0.142)
C (0.771, -0.964, 0.488)
C (-0.223, 0.499, -0.868)
C (0.413, 1.267, 0.611)
N (-0.599, -1.514, 0.792)
N (0.957, 0.276, 1.366)
N (0.539, 2.516, 0.651)
O (0.870, -0.542, -0.815)
O (-0.093, 1.264, -1.965)
H (-1.975, -0.091, -1.940)
H (-2.329, -2.067, -0.225)
H (1.539, -1.640, 0.643)
H (-0.538, -2.466, 1.052)
H (1.834, 0.427, 1.772)
H (0.714, 1.739, -1.876)
H (1.221, 2.791, 1.439)

* frontier orbital gap: 9.238 eV
* E_HOMO: -8.577 eV
* SMILES: [H]/N=C1\N[C@H]2NC=C[C@]1(O)O2



Model two:
Formula: C5H7N3O2
Source: the OMol25 dataset
Level of theory: wB97M-V/def2-TZVPD

CARTESIAN COORDINATES (ANGSTROEM)
N (-1.098, 0.358, -2.121)
C (0.029, 0.967, -1.588)
C (0.555, 2.204, -1.812)
O (1.660, 2.370, -1.058)
N (1.887, 1.246, -0.329)
C (0.916, 0.413, -0.609)
C (0.861, -0.948, 0.002)
C (1.715, -1.105, 1.222)
N (2.893, -1.486, 1.412)
H (-1.512, 0.859, -2.898)
H (-0.980, -0.622, -2.350)
H (0.284, 3.023, -2.470)
H (-0.179, -1.194, 0.269)
H (1.192, -1.696, -0.735)
O (1.214, -0.611, 2.557)
H (0.465, -0.025, 2.394)
H (2.977, -1.279, 2.532)

* frontier orbital gap: 9.469 eV
* E_HOMO: -8.957 eV
* SMILES: [H]/N=C(\O)Cc1nocc1N



model one has the most favorable energy; the next structure is 0.426 eV above.



Model one:
Formula: C5H7N3
Source: the OMol25 dataset
Level of theory: wB97M-V/def2-TZVPD

CARTESIAN COORDINATES (ANGSTROEM)
C (-0.154, -1.229, -0.663)
C (-1.371, 0.500, 1.269)
C (-2.403, 0.238, 0.558)
C (0.558, -0.330, 0.201)
C (2.086, -0.266, -0.092)
N (-0.047, 0.378, 1.050)
N (-1.076, -1.698, -1.183)
N (-3.374, 0.236, -0.241)
H (-1.587, 0.770, 2.355)
H (2.798, 0.117, 0.639)
H (2.236, -0.625, -1.090)
H (2.512, -1.213, 0.363)
H (2.192, 0.846, -0.249)
H (-3.642, -0.656, -0.747)
H (-3.912, 1.018, -0.536)

* frontier orbital gap: 9.410 eV
* E_HOMO: -19.333 eV
* net charge: +2



Model two:
Formula: C5H7N3
Source: the OMol25 dataset
Level of theory: wB97M-V/def2-TZVPD

CARTESIAN COORDINATES (ANGSTROEM)
C (-0.912, 1.948, 0.013)
C (0.428, 0.051, -0.061)
C (-1.850, -0.042, -0.023)
C (0.437, 1.679, -0.056)
C (1.719, -0.555, -0.148)
N (-0.691, -0.592, -0.024)
N (-1.940, 1.323, 0.038)
N (-3.593, -0.845, -0.010)
H (0.951, 2.074, -0.952)
H (1.034, 2.067, 0.789)
H (2.559, 0.126, -0.006)
H (1.848, -1.044, -1.135)
H (1.794, -1.420, 0.533)
H (-3.519, -1.808, -0.320)
H (-4.231, -0.180, -0.438)

* frontier orbital gap (alpha / beta): 7.199 / 7.193 eV
* E_HOMO (alpha / beta): -19.568 / -19.563 eV
* net charge: +2



model one has the most favorable energy; the next structure is 0.736 eV above.



Model one:
Formula: C6H11NSSi
Source: the OMol25 dataset
Level of theory: wB97M-V/def2-TZVPD

CARTESIAN COORDINATES (ANGSTROEM)
C (-3.617, -1.465, -0.076)
C (-2.931, 1.106, 0.416)
C (-0.670, 1.003, -0.360)
C (1.264, -0.989, -1.717)
C (1.121, -0.844, 1.538)
C (2.333, 1.657, -0.128)
N (-1.717, 1.017, 0.123)
Si (0.961, 0.177, -0.140)
S (-4.307, -0.029, 0.053)
H (-4.278, -2.306, -0.097)
H (-3.199, 1.849, 0.995)
H (2.138, -1.646, -1.646)
H (0.436, -1.619, -1.839)
H (1.435, -0.485, -2.644)
H (0.762, -0.241, 2.383)
H (0.326, -1.628, 1.614)
H (1.980, -1.405, 1.911)
H (2.018, 2.691, -0.441)
H (2.908, 1.850, 0.829)
H (3.037, 1.305, -0.775)

* frontier orbital gap (alpha / beta): 7.812 / 7.813 eV
* E_HOMO (alpha / beta): -7.770 / -7.770 eV



Model two:
Formula: C6H11NSSi
Source: the OMol25 dataset
Level of theory: wB97M-V/def2-TZVPD

CARTESIAN COORDINATES (ANGSTROEM)
C (-2.765, 1.356, -0.047)
C (-3.725, 0.410, 0.080)
C (-1.452, -0.379, -0.129)
C (2.773, -1.416, -0.206)
C (1.304, 1.417, 0.444)
C (-0.179, -1.068, -0.213)
N (-1.550, 0.898, -0.170)
Si (1.358, -0.142, -0.689)
S (-3.003, -1.172, -0.049)
H (-2.818, 2.423, -0.128)
H (-4.742, 0.612, 0.146)
H (3.576, -0.880, 0.292)
H (2.455, -2.065, 0.518)
H (3.242, -2.028, -0.990)
H (0.181, 1.473, 0.774)
H (1.930, 1.198, 1.328)
H (1.669, 2.363, 0.115)
H (0.316, -0.966, 1.623)
H (-0.216, -2.060, -0.487)
H (1.646, 0.023, -2.211)

* frontier orbital gap (alpha / beta): 8.064 / 8.064 eV
* E_HOMO (alpha / beta): -8.708 / -8.708 eV



model two has the most favorable energy; the next structure is 1.899 eV above.